(1)
{
  "formula": "C29H27BrO3PSeSiV",
  "method": "the ωB97M-V functional and the def2-TZVPD basis",
  "gap_ev": [6.679, 7.047],
  "total_charge": -1,
  "spin_multiplicity": 4,
  "e_lumo_ha": [0.08851, 0.07029],
  "relative_energy_kj_mol": 0.0,
  "symbols": ["Br", "Se", "V", "P", "Si", "O", "O", "O", "C", "C", "C", "C", "C", "C", "C", "C", "C", "C", "C", "C", "C", "C", "C", "C", "C", "C", "C", "C", "C", "C", "C", "C", "C", "C", "C", "C", "C", "H", "H", "H", "H", "H", "H", "H", "H", "H", "H", "H", "H", "H", "H", "H", "H", "H", "H", "H", "H", "H", "H", "H", "H", "H", "H", "H"],
  "xyz": [[-0.708, -2.540, 1.205], [-0.655, 1.234, -2.075], [-0.773, -0.411, -0.173], [1.743, -0.996, -0.625], [-1.884, 3.069, -1.583], [-0.158, 0.728, 1.242], [-0.702, 1.741, 3.156], [-1.751, -1.829, -1.682], [3.807, -2.464, 3.219], [0.434, -3.752, -3.366], [-3.728, 2.793, -1.771], [3.063, -1.292, 3.200], [-1.028, 1.125, 2.161], [-3.933, -0.341, 0.333], [-2.626, 0.039, 0.645], [4.696, 2.084, -2.397], [-0.640, -2.160, -1.905], [2.581, -1.629, 0.865], [2.955, 0.201, -1.297], [-3.488, 1.083, 2.682], [3.313, -2.809, 0.890], [1.594, -4.257, -3.886], [2.852, -3.803, -3.456], [2.779, 0.649, -2.606], [1.790, -2.304, -1.880], [2.445, -0.876, 2.032], [0.507, -2.738, -2.354], [-1.523, 3.760, 0.117], [-1.362, 4.364, -2.847], [-4.777, 0.705, 2.342], [4.004, 0.715, -0.543], [3.925, -3.225, 2.066], [-2.440, 0.749, 1.834], [-4.994, -0.010, 1.165], [3.646, 1.579, -3.153], [4.871, 1.652, -1.092], [2.925, -2.830, -2.463], [-1.963, 4.759, 0.202], [4.485, -4.151, 2.080], [-1.945, 3.139, 0.907], [-1.475, 3.986, -3.865], [3.755, -4.203, -3.896], [5.683, 2.044, -0.493], [-5.611, 0.954, 2.988], [4.279, -2.793, 4.136], [-4.101, 2.138, -0.984], [1.951, 0.277, -3.197], [1.534, -5.021, -4.652], [-6.003, -0.309, 0.900], [-1.970, 5.268, -2.745], [-3.951, 2.331, -2.734], [-3.274, 1.630, 3.593], [-0.531, -4.096, -3.711], [-4.133, -0.904, -0.574], [3.492, 1.921, -4.169], [2.942, -0.706, 4.102], [1.824, 0.013, 2.030], [3.893, -2.461, -2.142], [-4.260, 3.747, -1.711], [4.152, 0.387, 0.477], [-0.448, 3.838, 0.288], [-0.314, 4.637, -2.704], [5.370, 2.816, -2.823], [3.389, -3.424, 0.004]],
  "mulliken_charge": [-0.4450, -0.4014, -0.6976, 1.0736, 0.3531, -0.2007, -0.7485, -0.4378, -0.5263, -1.2542, -0.8829, -0.6678, 0.5970, -0.0504, 0.1219, -0.4926, 0.6934, 0.4834, 0.6423, -0.6596, -0.5466, -0.3311, -0.9187, -0.4842, 0.0078, -0.6049, 0.2535, -0.8999, -1.1241, -0.5758, -0.3158, -0.6031, 0.4708, -0.5064, -0.8639, -0.6451, 0.1305, 0.4572, 0.3872, 0.2071, 0.2867, 0.4099, 0.4095, 0.3798, 0.3627, 0.1957, 0.4571, 0.3825, 0.3801, 0.3240, 0.2617, 0.4732, 0.4861, 0.4158, 0.4073, 0.4421, 0.4635, 0.5457, 0.3520, 0.3481, 0.2168, 0.2655, 0.3708, 0.3692]
}

(2)
{
  "formula": "C29H27FeN5O6S",
  "method": "the ωB97M-V functional and the def2-TZVPD basis",
  "gap_ev": [7.134, 7.136],
  "e_lumo_ha": [-0.01663, -0.01655],
  "relative_energy_kj_mol": 35.3,
  "symbols": ["Fe", "S", "O", "O", "O", "O", "O", "O", "N", "N", "N", "N", "N", "C", "C", "C", "C", "C", "C", "C", "C", "C", "C", "C", "C", "C", "C", "C", "C", "C", "C", "C", "C", "C", "C", "C", "C", "C", "C", "C", "C", "C", "H", "H", "H", "H", "H", "H", "H", "H", "H", "H", "H", "H", "H", "H", "H", "H", "H", "H", "H", "H", "H", "H", "H", "H", "H", "H", "H"],
  "xyz": [[-0.741, 0.552, 0.691], [-2.537, 1.199, -0.925], [-3.033, 0.785, 7.043], [6.995, -0.816, -0.619], [0.819, 0.363, -0.792], [-3.171, -1.458, 6.670], [5.626, -0.753, -2.478], [1.124, 0.430, 1.383], [-1.570, 0.308, 2.368], [-0.978, -1.446, 0.630], [-2.996, -0.875, -2.490], [-0.850, 2.476, 1.224], [-1.544, 0.651, -3.363], [3.554, -0.234, -1.251], [6.958, -1.012, -2.034], [5.714, -0.538, -0.237], [-0.559, 4.835, 1.061], [-1.876, -2.639, -3.866], [3.046, -0.001, 0.037], [-2.263, -1.147, 4.088], [-0.837, -3.668, -0.229], [-2.430, -0.058, 4.932], [-1.262, 2.625, 2.503], [-0.685, 1.829, -3.417], [-0.954, 4.989, 2.379], [-2.116, 1.216, 4.477], [-1.675, 1.369, 3.175], [-1.812, -0.929, 2.799], [0.676, 1.468, -3.971], [-0.657, -2.300, -0.340], [-1.364, -4.177, 0.945], [-1.493, -1.941, 1.776], [4.891, -0.500, -1.349], [-3.062, -1.695, -3.691], [-0.525, 3.560, 0.527], [-1.318, 3.868, 3.108], [-2.307, 0.268, -2.345], [-1.695, -3.297, 1.963], [5.240, -0.315, 1.030], [1.593, 0.285, 0.214], [-2.943, -0.268, 6.391], [3.873, -0.045, 1.150], [-2.486, -2.125, 4.494], [-1.164, 2.592, -4.034], [-0.276, 5.682, 0.452], [1.298, 2.361, -4.026], [-0.611, 2.213, -2.403], [-2.229, 2.035, 5.176], [-1.996, -3.228, -4.775], [7.227, -2.045, -2.263], [-3.985, -2.268, -3.630], [-0.223, 3.386, -0.499], [-2.101, -3.653, 2.900], [-3.615, -1.078, -1.723], [1.160, 0.742, -3.320], [-1.813, -3.324, -3.021], [7.644, -0.315, -2.516], [-1.650, 3.952, 4.133], [-0.988, 5.971, 2.833], [-0.201, -1.852, -1.215], [-3.173, -1.047, -4.565], [-0.931, -2.096, -3.930], [2.905, -0.209, -2.113], [5.894, -0.349, 1.890], [-1.520, 0.061, -4.180], [0.599, 1.058, -4.983], [3.434, 0.133, 2.121], [-1.507, -5.242, 1.072], [-0.546, -4.320, -1.041]],
  "mulliken_charge": [-0.8367, -0.5102, -0.7269, -0.4893, -0.2145, -0.7283, -0.5133, -0.7119, 0.6344, 0.6741, -0.0108, 0.6675, -0.0095, -1.4826, -0.2444, 0.9011, -0.8582, -0.7164, -0.0225, -0.9666, -1.1245, -0.5014, 0.4708, 0.1715, -0.4933, -0.9583, 0.6271, 0.5356, -1.0673, -0.1415, -0.7078, 0.5384, 1.2274, -0.8450, 0.1302, -0.8833, 0.3234, -0.7713, -1.1003, 0.9173, 0.3834, -0.3626, 0.6411, 0.4253, 0.4314, 0.3923, -0.3613, 0.6445, 0.3937, 0.2546, 0.4369, 0.2307, 0.4750, 0.2956, 0.0905, 0.1141, 0.2469, 0.4434, 0.4416, 0.7323, 0.3331, 0.2523, 0.3116, 0.4350, 0.1906, 0.4209, 0.5628, 0.4384, 0.5233]
}

(3)
{
  "formula": "C29H27N9O3S2Sc",
  "method": "the ωB97M-V functional and the def2-TZVPD basis",
  "gap_ev": 7.010,
  "total_charge": 1,
  "e_lumo_ha": -0.09476,
  "relative_energy_kj_mol": 36.6,
  "symbols": ["Sc", "S", "S", "O", "O", "O", "N", "N", "N", "N", "N", "N", "N", "N", "N", "C", "C", "C", "C", "C", "C", "C", "C", "C", "C", "C", "C", "C", "C", "C", "C", "C", "C", "C", "C", "C", "C", "C", "C", "C", "C", "C", "C", "C", "H", "H", "H", "H", "H", "H", "H", "H", "H", "H", "H", "H", "H", "H", "H", "H", "H", "H", "H", "H", "H", "H", "H", "H", "H", "H", "H"],
  "xyz": [[-0.793, -0.510, -0.718], [-0.506, 1.729, -2.148], [-1.058, 0.685, 3.872], [-0.181, 0.956, 0.587], [-1.344, -1.873, 1.021], [0.128, -1.297, -2.351], [2.215, -1.348, -0.398], [-4.798, 1.423, -0.751], [1.055, -1.461, 0.079], [-3.137, 0.914, 5.499], [0.535, 2.034, 0.274], [-4.419, -0.646, -3.196], [-2.639, -1.245, -2.066], [-2.876, 0.584, -0.119], [-2.317, 2.878, 4.655], [1.296, 2.565, 1.258], [6.353, -0.082, -2.951], [-2.706, -2.003, -3.211], [-3.810, -1.652, -3.920], [1.368, -1.080, -2.662], [2.387, -0.959, -1.694], [-4.431, 2.089, 0.400], [-0.496, -2.944, 3.049], [-3.826, 0.528, -1.020], [5.358, -0.267, -3.875], [-3.237, 1.555, 0.778], [2.081, -2.525, 2.075], [-2.671, -2.030, 1.556], [0.983, -2.081, 1.351], [4.782, -0.474, -1.159], [3.748, -0.671, -2.093], [0.451, 2.539, -0.984], [1.211, 3.696, -1.234], [-2.218, 1.530, 4.727], [3.001, -0.775, -4.417], [2.042, 3.684, 1.019], [4.045, -0.564, -3.463], [-0.300, -2.307, 1.837], [-3.677, -0.435, -2.094], [1.993, 4.257, -0.257], [6.057, -0.189, -1.583], [1.727, -1.033, -4.045], [1.892, -3.159, 3.291], [0.609, -3.365, 3.773], [1.168, 4.115, -2.229], [-1.952, -2.732, -3.448], [-5.631, 1.595, -1.287], [2.747, -3.498, 3.860], [1.229, 2.030, 2.194], [-3.750, 1.427, 6.109], [-2.859, -3.084, 1.749], [-1.487, -3.108, 3.441], [2.652, 4.097, 1.808], [-1.553, 3.351, 4.205], [3.256, -0.715, -5.469], [5.568, -0.188, -4.935], [0.935, -1.172, -4.768], [-2.607, 1.796, 1.621], [-4.214, -2.006, -4.851], [2.577, 5.141, -0.478], [-5.042, 2.864, 0.827], [-3.348, -1.674, 0.791], [-3.008, -0.067, 5.673], [0.459, -3.862, 4.723], [3.070, -2.369, 1.670], [7.361, 0.146, -3.270], [6.842, -0.043, -0.852], [-2.766, -1.432, 2.462], [-5.243, -0.140, -3.473], [-2.842, 3.402, 5.337], [4.562, -0.544, -0.103]],
  "mulliken_charge": [0.1888, -0.4607, -0.2580, -0.2888, 0.0164, -0.3380, -0.9260, -0.1270, 1.0083, -0.4321, 0.4755, -0.1151, 0.4035, 0.7557, -0.4364, -0.3947, -0.5908, -0.5518, -0.5462, 1.1463, -0.0849, -0.8230, -0.6378, 0.0778, -0.8443, -0.5388, -0.4705, -1.0364, 0.4043, -0.6205, 0.6486, 0.6774, -0.8929, 0.3894, -0.8784, -0.8625, 0.7459, 0.6032, 0.0169, -0.2138, -0.6570, -0.8660, -0.8087, -0.7830, 0.4668, 0.4847, 0.1790, 0.4201, 0.5230, 0.1874, 0.4259, 0.4388, 0.4635, 0.2253, 0.3810, 0.4069, 0.4708, 0.4394, 0.4119, 0.3962, 0.4359, 0.2008, 0.2245, 0.4231, 0.4757, 0.3988, 0.4052, 0.2849, 0.1724, 0.1990, 0.3855]
}